{
  "formula": "C17H53N3O8",
  "method": "ωB97M-V with the def2-TZVPD basis set",
  "de_lowest_kj_mol": 143.4,
  "energy_ev": -39333.70320,
  "e_homo_ev": -9.04,
  "lumo_ev": 0.4,
  "species": ["C", "O", "C", "C", "C", "N", "H", "H", "H", "H", "H", "H", "H", "H", "H", "H", "H", "C", "O", "C", "C", "C", "N", "H", "H", "H", "H", "H", "H", "H", "H", "H", "H", "H", "C", "O", "C", "C", "C", "N", "H", "H", "H", "H", "H", "H", "H", "H", "H", "H", "H", "C", "O", "H", "H", "H", "H", "C", "O", "H", "H", "H", "H", "C", "O", "H", "H", "H", "H", "C", "O", "H", "H", "H", "H", "C", "O", "H", "H", "H", "H"],
  "coordinates": [[13.08510, -17.67839, 7.41443], [13.59728, -16.49648, 6.85764], [13.28767, -16.21653, 5.46433], [13.91183, -17.18780, 4.44980], [15.37296, -17.08176, 4.40654], [13.29851, -17.03065, 3.10107], [13.58785, -18.61151, 7.16021], [12.01297, -17.81646, 7.27455], [13.24226, -17.51620, 8.48077], [12.21080, -16.06069, 5.39974], [13.65541, -15.21551, 5.23887], [13.54740, -18.18493, 4.69681], [15.74880, -16.11033, 4.08533], [15.85795, -17.75809, 3.70264], [15.74790, -17.33282, 5.39875], [13.90339, -17.45833, 2.41455], [13.48613, -16.04972, 2.95056], [9.09380, -20.35263, 8.98298], [9.05619, -18.94198, 8.70833], [8.11053, -18.50481, 7.74844], [8.03561, -16.97813, 7.77537], [6.72096, -16.40550, 7.25254], [9.19273, -16.37768, 7.12336], [9.67826, -20.53858, 9.88405], [9.51593, -20.94786, 8.17328], [8.23336, -20.84133, 9.44004], [8.27496, -18.83570, 6.72298], [7.15581, -18.91815, 8.07366], [8.04552, -16.76478, 8.84424], [6.73416, -15.31573, 7.23438], [5.85470, -16.73720, 7.82497], [6.51183, -16.71703, 6.22916], [9.26689, -15.38418, 7.28932], [9.90676, -16.85661, 7.65336], [3.19235, -13.70568, 1.99153], [4.27348, -14.47485, 1.49507], [4.86869, -15.40789, 2.42315], [6.13762, -16.05531, 1.85892], [6.75208, -17.03177, 2.82382], [7.05663, -15.02246, 1.47279], [3.45496, -12.96021, 2.74214], [2.34843, -14.29537, 2.34954], [2.72630, -13.14467, 1.18150], [5.20737, -14.87925, 3.31419], [4.13858, -16.14887, 2.74869], [5.85041, -16.55633, 0.93447], [6.11012, -17.91202, 2.85736], [6.95776, -16.60512, 3.80553], [7.65543, -17.49617, 2.42836], [7.39160, -14.49248, 2.26464], [6.72528, -14.26696, 0.89009], [7.91314, -13.88069, 4.64106], [8.14416, -12.65590, 5.29006], [8.39610, -14.71384, 5.15167], [6.84684, -14.10533, 4.61550], [8.38753, -13.68211, 3.68001], [9.10402, -12.65154, 5.27432], [10.83909, -21.50452, 5.40541], [11.22261, -22.83929, 5.65404], [11.03556, -21.13164, 4.40020], [9.76055, -21.42206, 5.53979], [11.39060, -20.82593, 6.05613], [10.62872, -23.17301, 6.33045], [10.04720, -18.10963, 4.17583], [11.04949, -18.52970, 3.27848], [10.33187, -18.40309, 5.18624], [9.86442, -17.03595, 4.13213], [9.08700, -18.60278, 4.02449], [11.76430, -17.88961, 3.30944], [11.01612, -15.07060, 1.51554], [11.79953, -14.10774, 0.81805], [11.27036, -14.99620, 2.57285], [9.97032, -14.91202, 1.25232], [11.23673, -16.03910, 1.06669], [11.53676, -14.10448, -0.10528], [8.95385, -19.61583, 0.86040], [10.13064, -18.86176, 0.53378], [8.06526, -18.98582, 0.90029], [8.76806, -20.36969, 0.09537], [8.99566, -19.98471, 1.88523], [10.62241, -18.84820, 1.35814]],
  "forces_ev_per_angstrom": [[-0.16, 0.16, 0.88], [0.41, 0.44, -1.74], [-0.04, 0.17, 0.70], [-2.09, -1.08, -0.39], [1.72, -0.37, 0.39], [0.41, 1.47, 0.89], [0.25, 0.07, -0.44], [-0.21, 0.11, -0.33], [-0.08, -0.27, 0.11], [-0.37, -0.75, -0.36], [0.50, 0.12, 0.34], [0.56, -0.33, 0.62], [-0.28, 0.37, 0.33], [-0.29, -0.41, 0.00], [0.38, 0.26, 0.02], [0.08, -0.49, -0.08], [-0.55, 0.60, -0.79], [0.52, 0.20, 0.83], [0.48, -0.93, 0.13], [-0.86, 0.08, 0.19], [-1.08, 0.34, 0.68], [-0.12, -0.40, -0.55], [-0.01, -1.09, -0.05], [1.10, 0.71, -0.29], [-0.19, 0.11, -0.17], [-1.31, 0.51, -1.04], [0.50, -0.32, -0.13], [-0.42, 0.13, -0.18], [0.04, 0.21, 0.35], [0.10, 0.04, 0.20], [0.13, 0.04, 0.26], [0.19, -0.09, -0.22], [-0.08, 0.07, 0.30], [1.05, 0.47, -0.30], [-0.43, -0.01, -0.29], [0.31, -0.46, 0.31], [-0.38, 0.40, 0.22], [-1.17, 1.10, -1.00], [-0.02, -0.85, -0.47], [1.73, 0.88, -0.03], [0.39, -0.17, 0.28], [0.19, -0.49, 0.42], [0.51, -0.02, -0.39], [-0.18, 0.33, 0.31], [-0.26, -0.16, -0.10], [0.03, -0.32, -0.04], [-0.41, 0.12, 0.68], [-0.11, -0.09, 0.07], [0.33, 0.65, -0.09], [0.14, -0.39, 0.42], [-0.79, -0.53, -0.46], [0.13, -0.01, -0.33], [0.17, 0.25, 1.04], [0.13, -0.19, -0.05], [0.06, 0.26, -0.32], [-0.48, -1.07, -0.59], [0.13, 0.80, 0.40], [-0.33, 0.52, 0.10], [0.22, -0.27, -0.36], [0.26, -0.66, -0.24], [-0.08, 0.41, 0.18], [-0.20, 0.19, 0.33], [0.13, -0.11, -0.03], [0.03, -0.16, 0.58], [-1.19, -0.97, -0.29], [0.06, 0.32, 0.34], [0.06, 0.11, 0.08], [0.08, -0.17, -0.55], [0.78, 0.65, -0.34], [-0.09, -0.09, -1.53], [0.50, 0.60, 0.21], [-0.30, -0.16, -0.14], [-0.32, 0.11, 0.79], [0.15, -0.45, 0.68], [-0.03, -0.06, 0.03], [-0.01, 0.80, -0.06], [-0.78, -0.55, 0.03], [-0.07, 0.38, -0.41], [0.17, -0.27, 0.30], [0.33, -0.66, -0.14], [0.37, 0.34, 0.33]],
  "lowdin_charge": [-0.118, -0.179, -0.154, -0.435, -0.065, 0.050, 0.084, 0.067, 0.093, 0.114, 0.126, 0.134, 0.092, 0.085, 0.090, 0.098, 0.081, -0.094, -0.180, -0.201, -0.437, -0.054, 0.064, 0.083, 0.071, 0.084, 0.118, 0.125, 0.133, 0.075, 0.079, 0.062, 0.076, 0.054, -0.120, -0.183, -0.186, -0.442, -0.054, 0.054, 0.084, 0.081, 0.083, 0.102, 0.124, 0.141, 0.089, 0.063, 0.052, 0.026, 0.079, -0.177, -0.108, 0.055, 0.072, 0.076, 0.075, -0.179, -0.108, 0.071, 0.075, 0.070, 0.069, -0.161, -0.151, 0.052, 0.072, 0.067, -0.003, -0.159, -0.138, 0.067, 0.063, 0.071, 0.072, -0.150, -0.128, 0.051, 0.077, 0.070, 0.021]
}